C3H7NO | ωB97M-V with the def2-TZVPD basis set

Summary:
LUMO level: 0.9 eV
E_tot: -6760.5975 eV
Kohn-Sham gap: 8.4 eV
Largest force on an atom: 3.8 eV Å⁻¹
SMILES: C/C(N)=C\O

Each line ends with the Mulliken charge.
Geometry (Å):
C (1.179, -0.541, 0.139)  -1.294
C (-0.405, -0.081, 0.235)  0.567
N (-1.049, 0.023, 1.448)  -0.498
C (-0.877, 0.414, -0.914)  -0.360
O (-0.025, 0.621, -1.989)  -0.537
H (0.569, -0.132, -2.143)  0.315
H (-0.444, 0.009, 2.262)  0.218
H (-1.782, 0.726, 1.492)  0.209
H (-1.769, 1.021, -1.021)  0.358
H (1.560, -0.541, 1.161)  0.357
H (1.889, 0.051, -0.443)  0.299
H (1.155, -1.569, -0.226)  0.366